{"formula": "C4H10NO", "method": "ωB97M-V with the def2-TZVPD basis set", "symbols": ["C", "C", "C", "N", "C", "O", "H", "H", "H", "H", "H", "H", "H", "H", "H", "H"], "coordinates": [[-0.798784, -0.208180, -1.379038], [-0.104120, -0.234749, -0.008014], [-0.553704, -1.343032, 0.809537], [-0.173025, 1.117406, 0.712467], [1.090835, 0.478500, 0.389097], [1.767954, 1.268707, -0.666534], [-0.517892, 0.721191, -1.879970], [-1.862786, -0.133893, -1.219531], [-0.360155, -1.041549, -1.906445], [0.323940, -1.779166, 1.402796], [-0.963188, -2.087671, 0.046552], [-1.405724, -1.019485, 1.452210], [-0.567185, 1.105738, 1.711375], [-0.315072, 1.985401, 0.109838], [1.716525, 0.066640, 1.183258], [2.722380, 1.104143, -0.757598]], "forces_ev_per_angstrom": [[2.0, 1.7, 0.8], [-1.4, 1.2, -1.6], [-0.3, -2.5, 0.8], [-1.1, 1.6, 1.3], [3.2, 1.0, -2.9], [-1.4, -1.2, 2.0], [0.1, -0.2, -0.3], [-0.4, -0.8, -0.1], [-0.6, -0.3, -0.5], [-1.6, 0.3, -0.6], [0.6, 0.5, 1.6], [0.6, -0.6, -0.2], [0.9, 0.4, -1.9], [0.0, -1.4, 1.2], [-0.2, 0.4, -0.1], [-0.4, -0.2, 0.5]], "mulliken_charge": [-1.43, 0.91, -1.27, -0.36, -0.04, -0.51, 0.39, 0.40, 0.41, 0.35, 0.35, 0.36, 0.34, 0.34, 0.41, 0.35], "multiplicity": 1, "smiles": "CC1(C)[NH2+][C@@H]1O", "charge": 1}

{"formula": "C36H39N3O3S", "method": "ωB97M-V with the def2-TZVPD basis set", "symbols": ["C", "C", "C", "C", "C", "C", "N", "C", "N", "C", "C", "C", "C", "C", "C", "C", "C", "C", "C", "C", "C", "C", "C", "H", "H", "H", "H", "H", "H", "H", "H", "H", "H", "H", "H", "H", "H", "H", "H", "H", "H", "H", "H", "H", "H", "H", "H", "C", "O", "C", "C", "C", "C", "C", "N", "S", "C", "C", "C", "C", "C", "C", "C", "O", "O", "C", "C", "H", "H", "H", "H", "H", "H", "H", "H", "H", "H", "H", "H", "H", "H", "H"], "coordinates": [[-3.383950, 4.154632, 4.460980], [-3.466018, 3.308348, 3.235430], [-2.645046, 3.562597, 2.152338], [-2.712160, 2.810030, 0.993152], [-1.793128, 3.164266, -0.124522], [-3.628667, 1.750932, 0.916950], [-3.664852, 0.908664, -0.266830], [-2.638301, 0.278245, -0.856584], [-3.036558, -0.438272, -1.918408], [-2.201178, -1.172951, -2.853792], [-1.231671, -2.055596, -2.360212], [-1.054730, -2.274748, -0.898446], [-0.408448, -2.725357, -3.249464], [-0.522267, -2.550803, -4.616310], [0.358691, -3.312154, -5.548314], [-1.472909, -1.661516, -5.088099], [-2.308467, -0.959597, -4.234457], [-3.255600, 0.035653, -4.811377], [-4.446913, -0.278414, -1.998268], [-4.823664, 0.567537, -1.015926], [-4.454049, 1.466812, 2.012661], [-5.391819, 0.309570, 2.011327], [-4.363182, 2.257778, 3.146324], [-4.092687, 3.823836, 5.223194], [-2.383298, 4.118738, 4.896598], [-3.610271, 5.196758, 4.226599], [-1.932077, 4.364962, 2.219381], [-1.956855, 2.532706, -0.996636], [-1.934716, 4.203919, -0.427341], [-0.750984, 3.053441, 0.180721], [-0.304673, -3.044164, -0.701314], [-0.725287, -1.357295, -0.408455], [-1.991711, -2.590193, -0.437222], [0.344936, -3.396431, -2.876795], [0.151417, -3.061066, -6.590774], [1.411321, -3.096845, -5.354095], [0.208863, -4.387134, -5.428309], [-1.556170, -1.502027, -6.147896], [-3.129189, 0.105700, -5.893406], [-4.293134, -0.241569, -4.624699], [-3.081378, 1.028221, -4.393168], [-5.098564, -0.773137, -2.699370], [-5.818505, 0.943281, -0.842088], [-5.886453, 0.211444, 2.979576], [-6.171680, 0.427009, 1.258602], [-4.859038, -0.621826, 1.814124], [-4.998939, 2.043575, 3.986362], [1.568861, 1.381044, 7.014370], [1.153843, 2.314268, 6.048226], [1.531980, 2.017851, 4.734737], [1.144321, 2.919095, 3.735454], [1.476090, 2.712003, 2.419000], [2.208039, 1.586246, 2.039871], [2.579856, 1.331504, 0.658694], [3.254383, 0.322732, 0.306967], [3.573928, 0.231096, -1.317314], [4.516809, -1.309405, -1.424796], [5.888138, -1.289776, -1.320762], [6.610361, -2.462423, -1.429552], [5.969830, -3.673247, -1.642818], [6.759803, -4.934545, -1.753583], [4.586158, -3.676229, -1.747416], [3.866393, -2.501888, -1.638945], [2.306344, -0.007805, -2.088588], [4.522890, 1.325630, -1.718824], [2.594586, 0.687643, 3.029144], [2.269466, 0.891245, 4.348596], [1.211992, 1.723372, 7.985683], [1.135763, 0.403732, 6.799665], [2.657518, 1.323578, 7.034707], [0.576731, 3.784493, 4.034801], [1.177744, 3.425153, 1.670547], [2.266290, 2.039723, -0.099358], [6.387955, -0.346435, -1.175480], [7.684265, -2.449748, -1.358684], [6.109745, -5.796692, -1.917507], [7.464502, -4.881172, -2.586517], [7.330996, -5.113477, -0.839960], [4.078672, -4.608482, -1.923526], [2.793994, -2.499250, -1.742172], [3.160618, -0.175157, 2.723217], [2.585096, 0.177763, 5.090384]], "forces_ev_per_angstrom": [[-0.1, 0.2, 0.4], [0.0, -0.1, -0.1], [-0.3, -0.2, 0.2], [-0.1, -0.3, -0.2], [0.1, 0.1, -0.7], [0.5, -0.1, -0.2], [-1.7, -0.8, -1.4], [3.7, 0.3, 1.2], [-2.3, 0.5, 0.3], [0.2, 0.1, 0.2], [-0.2, 0.1, 0.1], [0.3, -0.1, 0.5], [-0.3, 0.2, -0.2], [-0.2, 0.1, 0.0], [0.2, -0.1, -0.3], [0.1, -0.2, 0.3], [-0.1, 0.1, 0.5], [-0.3, 0.3, -0.3], [0.0, 0.1, 0.1], [0.0, -0.1, 0.0], [0.2, 0.0, -0.3], [-0.4, -0.3, 0.1], [0.2, 0.2, -0.2], [0.1, 0.0, -0.1], [0.0, 0.0, 0.0], [0.0, 0.0, 0.0], [0.2, 0.3, -0.1], [0.2, 0.1, 0.1], [0.0, 0.1, 0.1], [0.0, -0.1, 0.0], [-0.1, 0.0, -0.1], [-0.2, -0.1, 0.0], [0.0, 0.1, 0.1], [0.2, -0.2, 0.2], [0.0, 0.0, 0.1], [0.0, 0.0, 0.0], [0.0, 0.0, 0.0], [-0.1, 0.1, -0.3], [0.0, 0.0, 0.1], [0.0, 0.1, 0.0], [-0.1, 0.0, 0.1], [0.2, 0.0, -0.1], [0.1, 0.0, 0.2], [0.1, 0.0, -0.1], [0.0, -0.1, 0.0], [-0.1, 0.0, -0.1], [-0.2, -0.1, 0.2], [0.0, -0.2, 0.3], [0.3, 0.0, -1.9], [-0.2, 0.2, 0.4], [-0.2, 0.1, 0.8], [0.2, -0.3, -0.2], [0.1, -0.1, 0.3], [-0.5, 0.8, 0.0], [0.5, -0.8, -0.1], [0.3, 0.3, -3.3], [-0.5, 0.7, 0.2], [0.5, 0.4, 0.1], [-0.1, 0.0, 0.0], [-0.2, 0.0, 0.0], [0.1, -0.4, -0.1], [0.2, 0.0, 0.0], [-0.6, -0.1, -0.1], [2.8, 0.9, 2.0], [-2.4, -2.2, 1.1], [0.0, 0.1, -0.3], [-0.2, 0.2, 0.8], [0.0, 0.1, -0.2], [0.1, -0.1, 0.1], [0.1, -0.1, 0.1], [-0.1, 0.2, 0.0], [-0.1, 0.2, -0.2], [-0.3, 0.4, 0.0], [0.1, 0.1, 0.0], [0.3, 0.1, 0.0], [0.1, 0.1, 0.0], [0.0, 0.0, 0.1], [0.0, 0.0, -0.1], [-0.2, -0.2, 0.0], [-0.2, 0.0, 0.0], [0.1, -0.2, 0.1], [0.1, -0.1, 0.0]], "mulliken_charge": [-1.42, 0.63, -0.79, 1.15, -1.39, 0.05, 0.38, -0.79, 0.66, 0.06, 1.37, -1.71, -0.94, 0.57, -1.49, -1.28, 1.18, -1.51, -0.73, -0.78, 1.23, -1.50, -1.21, 0.36, 0.26, 0.34, 0.50, 0.10, 0.46, 0.05, 0.43, 0.20, 0.38, 0.41, 0.35, 0.31, 0.34, 0.30, 0.38, 0.32, 0.29, 0.60, 0.57, 0.39, 0.32, 0.31, 0.29, -0.86, -0.45, 0.92, -0.55, -0.38, 0.41, -0.37, -0.26, 1.18, 0.00, -0.42, -0.72, 0.93, -1.37, -0.93, -0.29, -0.55, -0.69, -1.00, -0.35, 0.24, 0.35, 0.36, 0.40, 0.38, 0.35, 0.46, 0.40, 0.36, 0.33, 0.33, 0.32, 0.56, 0.49, 0.40], "multiplicity": 1}

{"formula": "C6H15ClN2OPt", "method": "ωB97M-V with the def2-TZVPD basis set", "symbols": ["C", "C", "C", "N", "N", "C", "C", "Cl", "O", "C", "H", "H", "H", "H", "H", "H", "H", "H", "H", "H", "H", "H", "H", "H", "H", "Pt"], "coordinates": [[-0.274110, 2.592295, -0.027791], [-0.562627, 2.224364, 1.472312], [-1.027000, 0.723984, 1.582268], [0.082404, -0.256684, 1.896085], [0.127424, -1.307062, 0.987159], [1.120236, -1.022558, 0.001515], [1.182052, -2.069174, -1.155196], [1.970536, -3.508003, -0.390365], [-0.043908, -2.494140, -1.631661], [-0.845075, -1.441486, -2.193242], [-0.837548, 1.886365, -0.695067], [-0.632769, 3.596737, -0.299297], [0.864418, 2.456113, -0.253048], [0.407608, 2.287297, 1.992181], [-1.314577, 2.899566, 1.893594], [-1.829820, 0.644434, 2.338439], [-1.493936, 0.382466, 0.640534], [-0.115178, -0.617022, 2.828961], [0.450720, -2.132757, 1.509070], [0.831738, 0.075785, -0.471463], [2.109977, -0.883944, 0.481605], [1.884300, -1.745255, -1.948708], [-1.785401, -1.399475, -1.616851], [-0.333409, -0.455209, -2.249276], [-1.099821, -1.743973, -3.223636], [1.163768, 1.307339, -1.468122]], "forces_ev_per_angstrom": [[-1.8, -1.0, -0.1], [1.2, -1.5, -1.1], [-0.3, 0.9, -0.4], [-1.8, 0.2, -0.4], [2.5, 0.8, 0.8], [0.1, -2.7, 1.0], [0.1, -0.8, 0.1], [-0.3, 0.8, -0.1], [0.6, 1.0, 0.5], [-0.8, -0.7, -0.7], [-0.4, 0.7, 0.5], [0.9, -0.2, -0.2], [0.4, 1.4, 1.1], [-0.6, 0.4, 0.3], [0.3, -0.1, -0.2], [0.6, -0.2, -0.1], [0.2, 0.2, 0.4], [0.5, -0.1, 0.0], [-1.0, -0.8, -0.7], [-0.1, 0.8, -0.3], [-0.4, 0.8, -0.4], [-0.3, 0.1, 0.3], [0.5, 0.3, -0.2], [-0.1, -0.4, 0.1], [0.2, 0.3, 0.4], [-0.1, -0.2, -0.6]], "mulliken_charge": [-0.57, -0.50, -0.44, -0.22, -0.03, -0.31, 0.22, -0.09, -0.33, -0.31, 0.10, 0.48, 0.11, 0.33, 0.39, 0.42, 0.24, 0.31, 0.41, -0.68, 0.69, 0.43, 0.25, 0.05, 0.33, 0.72], "multiplicity": 1, "charge": 2}

{"formula": "C33H48BI2InN3OP2", "method": "ωB97M-V with the def2-TZVPD basis set", "symbols": ["In", "C", "C", "C", "C", "P", "C", "N", "B", "N", "C", "P", "C", "C", "C", "C", "C", "C", "C", "C", "C", "C", "C", "C", "C", "C", "C", "C", "C", "C", "H", "H", "H", "H", "H", "H", "H", "H", "H", "H", "H", "H", "H", "H", "H", "H", "H", "H", "H", "H", "H", "H", "H", "H", "H", "H", "H", "H", "H", "H", "H", "H", "H", "H", "H", "H", "H", "H", "H", "H", "H", "H", "H", "H", "I", "C", "C", "C", "I", "C", "C", "C", "C", "N", "C", "C", "O", "H", "H", "H", "H"], "coordinates": [[-0.056400, -0.191400, -0.119000], [1.354000, -0.198700, -5.565400], [0.356400, -0.415100, -4.429900], [0.369300, -1.881300, -3.967900], [-1.061200, -0.067500, -4.883200], [0.686100, 0.545000, -2.832900], [2.526500, 0.214600, -2.610100], [2.892600, 0.085100, -1.213100], [2.114300, -0.214400, -0.092800], [2.884300, -0.125900, 1.072700], [2.446900, -0.215600, 2.454500], [0.713600, 0.506800, 2.611700], [-0.083500, -0.568800, 3.951200], [-1.510900, -0.041300, 4.101400], [-0.151900, -1.975100, 3.338800], [0.629000, -0.625700, 5.299200], [1.037500, 2.300700, 3.144600], [-0.234600, 3.064000, 2.765800], [1.360500, 2.510600, 4.620500], [2.188600, 2.819400, 2.272800], [4.193100, 0.104800, 0.655200], [5.379100, 0.172300, 1.366100], [6.552100, 0.367700, 0.658100], [6.551200, 0.512400, -0.722800], [5.373100, 0.456300, -1.447300], [4.197000, 0.239700, -0.750600], [0.613400, 2.430600, -3.017100], [-0.861700, 2.833100, -2.945500], [1.250700, 3.001600, -4.278800], [1.300600, 2.985000, -1.762600], [1.063300, -0.817200, -6.413300], [2.365900, -0.477200, -5.282600], [1.362200, 0.835100, -5.897700], [0.099400, -2.534700, -4.797000], [-0.360100, -2.030000, -3.163800], [1.351700, -2.186600, -3.605100], [-1.415900, -0.800100, -5.605500], [-1.097800, 0.910000, -5.356100], [-1.745200, -0.075900, -4.031900], [3.097700, 1.029500, -3.064800], [2.783200, -0.708200, -3.141800], [3.146300, 0.321200, 3.100900], [2.421100, -1.264200, 2.769300], [-1.978000, 0.073300, 3.120800], [-1.524200, 0.921600, 4.605600], [-2.118600, -0.730400, 4.684500], [-0.478900, -1.929800, 2.293100], [-0.870900, -2.582100, 3.886700], [0.810200, -2.481100, 3.385500], [0.504500, 0.295600, 5.859700], [1.693000, -0.816400, 5.184500], [0.202800, -1.431500, 5.893300], [-1.084200, 2.741700, 3.362500], [-0.474300, 2.908800, 1.712500], [-0.096900, 4.130300, 2.932100], [0.477100, 2.365700, 5.238800], [1.693300, 3.537400, 4.768500], [2.150700, 1.846700, 4.966700], [2.056800, 2.514900, 1.232300], [3.160400, 2.472400, 2.619900], [2.201200, 3.908300, 2.299800], [5.403700, 0.051400, 2.438100], [7.492900, 0.384600, 1.184900], [7.486700, 0.649100, -1.241500], [5.379600, 0.555500, -2.522000], [-1.412300, 2.525500, -3.828200], [-0.937800, 3.915800, -2.863900], [-1.337100, 2.397100, -2.065400], [0.661100, 2.750800, -5.155900], [2.269900, 2.651000, -4.423900], [1.276800, 4.086800, -4.208100], [0.842900, 2.554700, -0.864000], [1.156300, 4.064800, -1.720800], [2.372200, 2.789000, -1.750500], [-3.869200, 3.243800, 0.358900], [-4.091000, 1.163600, 0.156400], [-5.342200, 0.559600, 0.174000], [-5.464600, -0.803900, 0.051500], [-7.401700, -1.655300, 0.107300], [-4.318800, -1.612800, -0.087900], [-4.325000, -3.013900, -0.223300], [-3.142600, -3.701600, -0.338400], [-1.938800, -2.993700, -0.303000], [-1.899900, -1.685100, -0.189800], [-3.041800, -0.978500, -0.092500], [-2.913800, 0.438600, 0.024000], [-1.758800, 1.032000, 0.015600], [-6.227000, 1.168000, 0.289700], [-5.270800, -3.535300, -0.231800], [-3.126800, -4.771700, -0.454700], [-0.983400, -3.504700, -0.361500]], "forces_ev_per_angstrom": [[-1.0, 0.0, 0.0], [-0.1, 0.1, 0.2], [-0.1, 0.1, 0.5], [0.0, 0.2, 0.1], [0.0, 0.0, 0.1], [0.6, 0.2, -0.5], [-0.3, -0.1, -0.1], [0.3, 0.0, -0.4], [-1.3, -0.1, 0.0], [0.4, -0.1, 0.2], [-0.3, -0.1, 0.1], [0.5, -0.1, 0.6], [0.0, 0.3, -0.3], [0.1, 0.1, -0.1], [0.1, 0.2, -0.1], [-0.1, 0.1, -0.1], [-0.2, -0.2, -0.2], [0.0, -0.1, -0.1], [-0.1, -0.1, -0.1], [-0.1, -0.2, 0.0], [0.4, 0.1, -0.2], [-0.2, 0.0, 0.1], [0.2, 0.0, 0.0], [0.1, 0.0, 0.0], [-0.1, 0.0, 0.0], [0.3, 0.1, 0.2], [-0.1, -0.3, 0.0], [0.0, -0.2, 0.1], [0.0, -0.2, 0.1], [0.0, -0.2, -0.1], [0.0, -0.1, -0.1], [0.1, 0.0, 0.0], [0.0, 0.0, -0.1], [0.0, 0.0, -0.1], [0.0, -0.1, -0.1], [0.0, -0.1, 0.0], [0.0, -0.1, -0.1], [-0.1, 0.1, 0.0], [-0.1, 0.0, 0.0], [0.0, 0.0, 0.0], [0.0, 0.2, 0.0], [-0.1, -0.1, 0.0], [0.1, 0.2, 0.1], [-0.1, 0.0, 0.0], [-0.1, 0.1, 0.0], [0.0, -0.1, 0.1], [0.0, -0.1, 0.1], [-0.1, 0.0, 0.1], [0.0, -0.1, -0.1], [0.0, 0.0, 0.0], [0.2, -0.1, 0.0], [0.0, -0.1, 0.1], [-0.2, 0.0, 0.0], [-0.1, 0.1, 0.0], [0.1, 0.1, 0.1], [0.0, 0.0, 0.1], [0.0, 0.1, 0.0], [0.1, 0.0, 0.1], [0.1, 0.1, -0.1], [0.1, -0.1, 0.0], [0.0, 0.1, 0.1], [0.0, 0.0, 0.1], [0.1, 0.1, 0.1], [0.1, 0.0, -0.1], [0.0, 0.0, -0.1], [-0.1, 0.0, -0.1], [0.0, 0.1, 0.0], [-0.1, 0.0, 0.0], [0.0, 0.0, -0.1], [0.1, 0.0, -0.1], [0.0, 0.2, 0.0], [0.1, 0.1, 0.0], [0.0, 0.1, 0.0], [0.1, 0.0, 0.1], [-0.2, -0.3, 0.0], [0.8, 0.5, 0.0], [-0.4, -0.5, 0.0], [-0.6, 0.0, 0.1], [0.4, 0.2, 0.0], [0.4, 0.2, 0.0], [0.3, -0.1, 0.0], [-0.2, 0.1, 0.0], [0.3, -0.2, 0.0], [1.1, 0.3, 0.0], [-0.7, 0.2, 0.1], [-0.9, 0.2, 0.0], [1.2, -0.3, -0.1], [0.0, 0.1, 0.0], [0.0, -0.1, 0.0], [0.0, -0.1, 0.0], [-0.1, 0.0, 0.0]], "mulliken_charge": [2.44, -1.71, 1.71, -1.63, -1.82, 0.20, -1.63, 0.53, -0.46, 0.50, -1.42, 0.23, 1.92, -1.95, -1.88, -1.83, 1.91, -1.63, -1.86, -1.72, 0.55, -0.79, -0.81, -0.87, -0.69, 0.47, 2.03, -1.97, -1.93, -1.62, 0.54, 0.26, 0.31, 0.56, 0.22, 0.32, 0.54, 0.31, 0.29, 0.48, 0.66, 0.40, 0.46, 0.34, 0.32, 0.52, 0.23, 0.61, 0.39, 0.34, 0.28, 0.55, 0.29, 0.19, 0.54, 0.32, 0.51, 0.31, 0.14, 0.32, 0.59, 0.48, 0.42, 0.42, 0.49, 0.32, 0.55, 0.37, 0.38, 0.33, 0.48, -0.02, 0.78, 0.23, 0.01, -0.43, -0.20, -0.35, 0.08, 0.58, -0.67, -1.15, -0.37, -0.10, 0.72, -0.07, -0.34, 0.41, 0.21, 0.46, 0.58], "multiplicity": 1, "charge": 1}

Calculated highest occupied orbital energy in order - -15.77, -7.76, -17.57, -10.24 eV
Calculated calculated total energy in order - -7839.4926, -59410.9312, -27235.7303, -82145.5964 eV